#i
DFT (ωB97M-V/def2-TZVPD) results for an isolated molecule of C4H11N3.

* LUMO: 1.0165 eV
* molecular weight: 101.15 g mol⁻¹
* total charge: 0
* SMILES string: N/C=C(\N)CCN

Positions of all 18 atoms, in Å:
C 2.05937 0.31188 -0.01721
C 0.92614 -0.28390 0.85500
C -0.38607 -0.34477 0.04680
C -1.43906 -1.03936 0.62695
N -2.62218 -1.31735 -0.09608
N -0.67258 0.53877 -0.98856
N 1.96401 1.80514 -0.14749
H 2.44264 -0.15933 -0.92343
H 2.89548 0.08711 0.67819
H 1.13197 -1.35739 1.02789
H 0.88516 0.24775 1.81404
H -1.37009 -1.30272 1.73886
H -3.52144 -1.38160 0.37626
H -2.50268 -1.03961 -1.06557
H -1.23831 0.28087 -1.81037
H -0.50206 1.52305 -0.89510
H 2.79607 1.96179 -0.77246
H 1.28060 2.07099 -0.84070

These are the Mulliken partial charges, in e, on atoms 1 to 4:
1. C -0.568
2. C -0.486
3. C 0.029
4. C -0.078

=====

#ii
DFT (ωB97M-V/def2-TZVPD) results for an isolated molecule of C4H11N3.

* LUMO: 0.8697 eV
* molecular weight: 101.15 g mol⁻¹
* total charge: 0
* SMILES string: [H]/N=C(\CN)CCN

Positions of all 18 atoms, in Å:
C -1.82862 0.60281 0.22252
C 0.70776 0.47509 0.00402
C 1.92771 -0.45366 -0.09378
C -0.59921 -0.26018 -0.04602
N -3.11067 -0.06465 0.11774
N 3.20682 0.22809 -0.06885
N -0.61250 -1.49087 -0.30129
H -1.53916 -1.91809 -0.32399
H -3.17201 -0.82743 0.78506
H -3.23943 -0.44576 -0.81445
H 3.27953 0.87441 -0.84788
H 3.30737 0.76364 0.78752
H -1.82584 1.44259 -0.48005
H -1.74666 1.01758 1.23268
H 0.72596 1.19255 -0.82378
H 0.75116 1.05348 0.93273
H 1.86372 -1.02795 -1.01915
H 1.90407 -1.16163 0.73698

These are the Mulliken partial charges, in e, on atoms 1 to 4:
1. C -0.601
2. C -0.514
3. C -0.681
4. C 0.576

=====

Most stable of them? #ii.

=====

#i
DFT (ωB97M-V/def2-TZVPD) results for an isolated molecule of C4H11N3.

* LUMO: 1.0081 eV
* molecular weight: 101.15 g mol⁻¹
* total charge: 0
* SMILES string: C[C@@H]1N(C)C1(N)N

Positions of all 18 atoms, in Å:
C 0.74798 0.61331 -0.23919
C -0.85003 -0.43075 1.75212
C -0.93191 -1.21089 -1.17695
C 0.29759 -0.82345 -0.42766
N -0.04460 1.69769 -0.59384
N 2.05702 0.94063 0.06030
N 0.29696 -0.36459 0.87627
H 1.23500 -1.29808 -0.85879
H -1.02276 1.56156 -0.81223
H 0.38075 2.56410 -0.89744
H 2.56048 0.24416 0.60659
H 2.48440 1.82319 -0.17927
H -1.52559 0.41922 1.61087
H -1.39881 -1.36655 1.59185
H -0.49427 -0.46043 2.78549
H -1.25140 -2.21075 -0.87195
H -1.77941 -0.55082 -0.97051
H -0.76140 -1.14759 -2.25566

These are the Mulliken partial charges, in e, on atoms 1 to 4:
1. C 0.477
2. C -0.783
3. C -1.420
4. C 0.199

=====

#ii
DFT (ωB97M-V/def2-TZVPD) results for an isolated molecule of C4H11N3.

* LUMO (spin up / spin down): 0.8694 / 0.8698 eV
* molecular weight: 101.15 g mol⁻¹
* total charge: 0

Positions of all 18 atoms, in Å:
C 2.01033 1.12628 0.84507
C 1.16149 -0.11489 1.03499
C -0.67195 -1.75665 -0.65600
C -2.09303 0.22993 -0.69084
N 1.31209 1.63068 -0.43044
N 0.01093 0.41469 0.34191
N -0.78949 -0.32321 -0.32520
H 1.85889 1.91836 1.69881
H 3.03827 0.79949 0.67949
H 1.53676 -1.03777 0.44811
H 0.93542 -0.33423 2.01207
H 0.30678 -2.06458 -0.46812
H -1.44865 -2.26595 -0.04977
H -0.98251 -1.90685 -1.70112
H -2.83024 0.00814 0.10280
H -1.96080 1.32640 -0.77771
H -2.30515 -0.15992 -1.78837
H 0.91087 2.51008 -0.27568

These are the Mulliken partial charges, in e, on atoms 1 to 4:
1. C -0.382
2. C -0.445
3. C -0.825
4. C -0.833

=====

Most stable of them? #i.

=====

#i
DFT (ωB97M-V/def2-TZVPD) results for an isolated molecule of C4H11N3.

* LUMO: 0.6059 eV
* molecular weight: 101.15 g mol⁻¹
* total charge: 0
* SMILES string: [H]/N=C\NCCCN

Positions of all 18 atoms, in Å:
C -1.69159 -0.75780 0.17365
C -1.12237 -0.02263 -1.00820
C 0.17888 0.76904 -1.09106
N 1.44827 0.04441 1.41025
C 2.06786 0.11409 0.24444
N 1.44984 -0.08230 -1.08329
N -1.77023 0.12695 1.36589
H -1.17302 -1.71232 0.36286
H -2.75154 -0.96288 -0.10609
H -1.08509 -0.61787 -1.93579
H -1.86834 0.74592 -1.27933
H 0.35613 1.46574 -0.27176
H 0.17393 1.33952 -2.03196
H 1.17801 -0.90207 0.82263
H 3.14045 0.38043 0.27928
H 1.15641 -1.05549 -1.19449
H -1.91656 -0.44075 2.19734
H -0.77974 0.30962 1.51888

These are the Mulliken partial charges, in e, on atoms 1 to 4:
1. C -0.475
2. C -0.524
3. C -0.709
4. N -0.486

=====

#ii
DFT (ωB97M-V/def2-TZVPD) results for a structure of composition C4H11N3.

* LUMO: 0.7572 eV
* molecular weight: 101.15 g mol⁻¹
* total charge: 0

Positions of all 18 atoms, in Å:
C 0.27671 -0.51381 -1.66527
C -1.43661 1.07079 -0.16238
C -0.73781 -0.88306 1.10356
N -0.45310 0.00621 -0.00942
N 2.08498 -0.06961 0.59548
C 1.10845 0.63872 -0.12944
N 1.12772 0.51274 -1.53785
H 2.31156 -0.98641 0.23940
H 2.03257 -0.03320 1.60412
H 0.45425 -1.53992 -1.28454
H -0.33997 -0.55227 -2.57056
H 1.04972 1.66738 0.25240
H -1.44190 1.72831 0.71613
H -1.73957 -1.30790 1.00791
H -2.43757 0.65306 -0.29271
H -1.16703 1.65466 -1.04245
H -0.01275 -1.69725 1.11523
H -0.67966 -0.34843 2.06039

These are the Mulliken partial charges, in e, on atoms 1 to 4:
1. C -0.233
2. C -1.099
3. C -1.042
4. N 0.125

=====

#iii
DFT (ωB97M-V/def2-TZVPD) results for a cluster of 2 separate species, C4H11N3 in total.

* LUMO: 1.0493 eV
* molecular weight: 101.15 g mol⁻¹
* total charge: 0
* SMILES string: [H]/N=C/N.C=CNC

Positions of all 18 atoms, in Å:
C 2.38895 1.88641 0.47958
C 1.39024 1.59664 -0.36073
N 0.80675 0.32855 -0.46250
C 0.36716 -0.09161 -1.78748
H 2.86464 1.11839 1.07700
H 2.73086 2.90378 0.59867
H 1.16380 2.24211 -1.20209
H 1.28212 -0.38480 0.07078
H -0.28451 -0.95896 -1.66429
H -0.26593 0.71300 -2.16952
H 1.12959 -0.29062 -2.54579
N -1.67983 -0.30888 1.26827
C -2.10933 -1.59481 1.25085
N -1.86124 -2.35681 0.25021
H -1.02249 0.09170 0.60471
H -1.81632 0.22764 2.10593
H -2.74103 -1.88121 2.09168
H -2.34344 -3.24053 0.39474

These are the Mulliken partial charges, in e, on atoms 1 to 4:
1. C -0.822
2. C 0.117
3. N -0.282
4. C -0.969

=====

#iv
DFT (ωB97M-V/def2-TZVPD) results for a cluster of 2 separate species, C4H11N3 in total.

* LUMO: -3.4842 eV
* molecular weight: 101.15 g mol⁻¹
* total charge: 0

Positions of all 18 atoms, in Å:
C 0.51614 -2.01597 0.92255
C -0.92703 -1.42169 0.77971
C -1.01835 -0.29213 -0.30406
N 0.02034 0.61959 -0.20087
C -0.36653 1.90971 -0.45095
N -1.54125 2.21814 -0.97305
N 0.59833 2.83365 -0.40684
H 1.08881 -1.36901 0.26232
H 0.70969 -3.01972 0.56247
H 0.94976 -1.68681 1.87435
H -1.09500 -0.93268 1.72590
H -1.65604 -2.17250 0.48602
H -1.10604 -0.62307 -1.35882
H -2.02327 0.16189 -0.06641
H 2.72195 0.01267 -0.65929
H 3.36579 0.27058 -0.93377
H -1.70009 3.22421 -0.94564
H 1.46281 2.28316 -0.31363

These are the Mulliken partial charges, in e, on atoms 1 to 4:
1. C -0.663
2. C -0.588
3. C -0.587
4. N -0.168

=====

Most stable of them? #iii.